{"formula": "C38H50N6O2P2Si2Tl", "method": "ωB97M-V/def2-TZVPD", "homo_lumo_gap_ha": 0.2221, "max_force_ev_per_a": 1.288, "charge": -1, "elements": ["Tl", "C", "Si", "C", "C", "N", "P", "C", "P", "N", "Si", "C", "C", "C", "C", "C", "C", "C", "C", "C", "C", "C", "C", "C", "C", "C", "C", "C", "C", "C", "C", "C", "C", "C", "C", "C", "C", "C", "H", "H", "H", "H", "H", "H", "H", "H", "H", "H", "H", "H", "H", "H", "H", "H", "H", "H", "H", "H", "H", "H", "H", "H", "H", "H", "H", "H", "H", "H", "H", "H", "H", "H", "H", "H", "H", "H", "C", "O", "C", "O", "N", "N", "H", "H", "H", "H", "H", "H", "N", "C", "C", "C", "N", "C", "C", "H", "H", "H", "H", "H", "H"], "positions_angstrom": [[-0.414, -1.155, -1.731], [-3.320, -1.985, 1.804], [-1.555, -2.658, 1.678], [-1.096, -3.101, 3.456], [-1.612, -4.308, 0.759], [-0.580, -1.557, 0.829], [0.902, -0.999, 1.110], [1.748, -0.263, -0.134], [1.693, 1.285, -0.777], [0.546, 1.829, -1.791], [0.500, 3.428, -2.377], [-0.752, 4.547, -1.524], [0.035, 3.446, -4.226], [2.060, 4.503, -2.327], [1.870, 2.625, 0.485], [0.739, 2.844, 1.281], [0.726, 3.814, 2.273], [1.855, 4.597, 2.488], [2.984, 4.398, 1.703], [2.992, 3.420, 0.710], [3.306, 1.286, -1.701], [4.529, 1.130, -1.044], [5.709, 0.970, -1.757], [5.686, 0.925, -3.149], [4.473, 1.036, -3.814], [3.296, 1.219, -3.092], [1.919, -2.500, 1.533], [2.156, -2.975, 2.821], [2.812, -4.189, 3.035], [3.235, -4.952, 1.959], [3.011, -4.490, 0.663], [2.365, -3.280, 0.455], [0.897, -0.076, 2.707], [2.093, 0.277, 3.332], [2.089, 1.020, 4.509], [0.886, 1.438, 5.066], [-0.311, 1.119, 4.436], [-0.302, 0.369, 3.264], [-4.066, -2.794, 1.733], [-3.501, -1.273, 0.990], [-3.476, -1.470, 2.762], [-1.996, -3.415, 4.003], [-0.659, -2.249, 3.991], [-0.371, -3.923, 3.485], [-2.622, -4.746, 0.737], [-0.935, -5.034, 1.230], [-1.283, -4.161, -0.274], [-1.798, 4.234, -1.629], [-0.660, 5.568, -1.924], [-0.527, 4.587, -0.448], [-1.048, 3.469, -4.413], [0.458, 2.583, -4.758], [0.454, 4.351, -4.689], [2.168, 4.986, -1.350], [1.990, 5.291, -3.089], [2.975, 3.931, -2.518], [-0.139, 2.236, 1.098], [-0.160, 3.955, 2.883], [1.851, 5.362, 3.256], [3.867, 5.008, 1.861], [3.875, 3.297, 0.096], [4.547, 1.104, 0.041], [6.650, 0.859, -1.229], [6.606, 0.791, -3.707], [4.440, 0.978, -4.897], [2.343, 1.309, -3.607], [1.826, -2.396, 3.679], [2.992, -4.532, 4.047], [3.733, -5.901, 2.125], [3.352, -5.072, -0.186], [2.214, -2.899, -0.548], [3.033, -0.027, 2.878], [3.026, 1.273, 4.994], [0.883, 2.018, 5.983], [-1.253, 1.450, 4.861], [-1.231, 0.108, 2.759], [-2.987, 2.187, 1.193], [-3.246, 2.431, -0.199], [-2.892, 1.436, -1.029], [-2.574, 0.328, -0.646], [-3.001, 1.893, -2.316], [-2.484, 1.098, -3.327], [-3.582, 2.915, 1.735], [-1.929, 2.338, 1.401], [-3.268, 1.177, 1.471], [-2.914, 2.890, -2.409], [-1.552, 1.405, -3.569], [-3.093, 1.133, -4.126], [-6.558, -5.067, -2.536], [-5.335, -4.411, -2.464], [-5.164, -3.294, -1.650], [-3.945, -2.643, -1.649], [-2.897, -3.030, -2.385], [-3.069, -4.103, -3.155], [-4.252, -4.816, -3.239], [-7.182, -4.906, -1.767], [-6.527, -6.025, -2.832], [-5.969, -2.951, -1.007], [-3.783, -1.767, -1.020], [-2.201, -4.424, -3.729], [-4.325, -5.686, -3.884]]}

{"formula": "C27H18ClN3O5RbS5", "method": "ωB97M-V/def2-TZVPD", "relative_energy_kcal_mol": 20.8, "homo_lumo_gap_ha": 0.2011, "max_force_ev_per_a": 0.220, "charge": -1, "elements": ["Rb", "O", "C", "O", "C", "C", "C", "C", "C", "N", "C", "O", "O", "H", "H", "H", "H", "H", "Cl", "C", "C", "C", "C", "O", "C", "C", "N", "C", "C", "C", "C", "C", "C", "C", "C", "N", "C", "C", "H", "H", "H", "H", "H", "H", "H", "H", "H", "H", "C", "S", "C", "C", "S", "S", "C", "S", "S", "H", "H", "H"], "positions_angstrom": [[-0.565, 0.659, 0.143], [0.320, 1.467, 4.591], [0.533, 1.815, 3.315], [-0.293, 2.311, 2.604], [1.940, 1.524, 2.873], [2.992, 1.400, 3.774], [4.255, 1.151, 3.268], [4.418, 1.021, 1.898], [3.296, 1.142, 1.086], [2.086, 1.392, 1.563], [3.351, 0.929, -0.410], [4.502, 1.297, -1.016], [2.459, 0.439, -1.030], [-0.639, 1.529, 4.740], [2.811, 1.490, 4.835], [5.101, 1.043, 3.934], [5.388, 0.787, 1.479], [5.047, 1.820, -0.417], [-6.129, -0.158, 4.886], [-4.588, -0.450, 4.104], [-3.414, -0.453, 4.867], [-2.210, -0.674, 4.258], [-2.060, -0.890, 2.836], [-0.913, -1.017, 2.336], [-3.307, -0.941, 2.094], [-3.457, -1.287, 0.692], [-2.549, -1.522, -0.183], [-2.954, -1.996, -1.433], [-3.889, -2.997, -1.567], [-4.257, -3.503, -2.830], [-3.681, -3.019, -3.967], [-2.697, -2.004, -3.877], [-2.070, -1.460, -5.023], [-1.137, -0.479, -4.882], [-0.817, -0.045, -3.576], [-1.378, -0.514, -2.494], [-2.320, -1.488, -2.618], [-4.524, -0.704, 2.761], [-3.474, -0.294, 5.938], [-1.297, -0.725, 4.841], [-4.510, -1.352, 0.381], [-4.322, -3.426, -0.672], [-5.001, -4.288, -2.888], [-3.958, -3.400, -4.943], [-2.352, -1.828, -6.003], [-0.646, -0.026, -5.733], [-0.063, 0.723, -3.438], [-5.443, -0.730, 2.187], [-4.658, 1.324, -3.394], [-4.425, 2.984, -4.073], [-2.686, 3.035, -4.267], [-1.775, 3.142, -3.258], [-2.020, 3.139, -1.570], [-0.114, 3.239, -3.852], [-0.398, 3.096, -5.547], [0.801, 3.089, -6.693], [-2.069, 2.968, -5.902], [-5.711, 1.238, -3.129], [-4.044, 1.215, -2.501], [-4.405, 0.567, -4.133]]}

{"formula": "C4H5NO3", "method": "ωB97M-V/def2-TZVPD", "relative_energy_kcal_mol": 11.1, "smiles": "NC(=O)/C=C\\C(=O)O", "homo_lumo_gap_ha": 0.3618, "max_force_ev_per_a": 2.148, "charge": 0, "elements": ["N", "C", "O", "C", "C", "C", "O", "O", "H", "H", "H", "H", "H"], "positions_angstrom": [[1.480, 1.416, -0.122], [1.817, 0.097, 0.077], [2.944, -0.329, 0.321], [0.691, -0.907, -0.191], [-0.640, -0.833, -0.161], [-1.656, 0.253, 0.042], [-1.395, 1.408, -0.069], [-2.891, -0.110, 0.321], [0.524, 1.629, -0.063], [2.107, 2.087, 0.287], [1.118, -1.872, -0.256], [-1.154, -1.772, -0.399], [-2.944, -1.067, 0.213]]}

Number 1: HOMO -3.7 eV. Number 2: HOMO -4.2 eV. Number 3: HOMO -10.3 eV.